[1]
42
Properties=species:S:1:pos:R:3:forces:R:3 method="wB97M-V/def2-TZVPD" homo_ha="-0.64253 / -0.64253" total_charge=+3 de_lowest_kj_mol=27.92
Pd -0.0502 -0.0720 0.0325 -1.0078 0.2257 -0.1888
Br 5.7246 4.5577 0.7128 -0.7956 -1.0307 -0.1486
C 4.5193 3.1603 0.4956 0.3365 1.5933 0.3113
C 4.9956 1.8562 0.1937 -0.1915 -1.6476 -0.3665
C 4.1079 0.8413 0.0158 1.7476 0.3075 -0.0853
C 2.6913 1.0560 0.0921 -1.2547 -0.9671 -0.3329
O 1.9284 0.0913 -0.1064 1.5412 0.3820 0.3058
C 2.2018 2.4111 0.4085 0.7297 0.9715 0.4117
C 0.8385 2.7413 0.5162 -1.5102 -0.1716 0.0112
N -0.1844 1.9516 0.2083 1.3977 0.0618 0.2645
C -1.4711 2.3835 0.1823 -1.2485 0.4555 0.0732
C -1.8882 3.7418 0.1672 0.7320 -0.8734 0.0617
C -3.2230 4.0601 0.1936 -1.0942 -0.2361 0.0747
C -4.2018 3.0573 0.2370 0.6370 0.3594 0.0267
C -3.8433 1.6865 0.2018 0.1778 0.1337 0.0039
C -4.7873 0.6426 0.2061 0.0609 -0.3942 -0.0223
C -4.3415 -0.6608 0.1511 -0.4020 0.3186 -0.0218
C -2.9764 -0.9143 0.0684 0.2989 0.1493 0.0040
N -2.0642 0.0615 0.0833 -0.1154 -0.6967 0.0450
C -2.4795 1.3444 0.1533 0.3901 0.8180 -0.0368
C 3.1463 3.4125 0.6298 -0.7695 -0.2381 -0.0102
H 6.0582 1.6713 0.1028 0.0184 0.0437 0.0486
H 4.4477 -0.1638 -0.2007 -0.0331 -0.0011 -0.0268
H 0.6098 3.7226 0.9256 0.0577 0.0409 -0.2905
H -1.1519 4.5319 0.1117 -0.0363 0.0456 -0.0293
H -3.5300 5.0978 0.1850 0.0138 -0.0280 -0.0096
H -5.2514 3.3213 0.2991 0.0292 0.0343 -0.0765
H -5.8462 0.8702 0.2371 0.0113 -0.0236 0.0481
H -5.0395 -1.4866 0.1598 0.0495 -0.0175 -0.0477
H -2.6144 -1.9283 -0.0259 0.0695 0.0143 0.0784
H 2.8211 4.4129 0.8919 0.0059 -0.0510 -0.0573
Cl 0.0608 -5.0730 2.5445 -0.0081 0.0216 0.0239
C 0.0433 -4.2152 1.0723 -0.0090 0.1370 -0.2491
C 0.0725 -4.8729 -0.1555 -0.0272 -0.0112 0.1044
C 0.0779 -4.1242 -1.3212 -0.0351 0.0328 0.0246
C 0.0237 -2.7454 -1.2447 -0.0050 -0.1048 -0.0282
N -0.0226 -2.1221 -0.0572 0.2102 0.5392 -0.1295
C 0.0022 -2.8268 1.0798 0.0220 -0.2419 0.2426
H 0.0835 -5.9547 -0.1886 0.0577 -0.0015 0.0078
H 0.1208 -4.6077 -2.2869 -0.0295 0.0165 -0.0129
H 0.0104 -2.1282 -2.1322 0.0148 0.0220 -0.0051
H -0.0063 -2.2843 2.0159 -0.0371 0.0117 0.0039

[2]
46
Properties=species:S:1:pos:R:3:forces:R:3 method="wB97M-V/def2-TZVPD" homo_ha="-0.70122 / -0.70123" total_charge=+3
Os -0.2551 -0.0535 -0.1228 0.1883 -0.0862 -0.1672
C 2.7811 -0.0631 -1.0303 0.0105 -0.0640 -0.0565
N 1.7486 -0.7306 -0.1841 0.0062 0.1688 0.0844
C 1.3907 -2.0762 -0.7328 -0.0422 0.1789 -0.1033
C 2.1904 -0.8745 1.2108 0.0777 -0.0470 -0.0940
C 3.3707 -1.4652 1.5790 0.0477 -0.0071 -0.0407
C 3.7183 -1.4869 2.9340 -0.0216 0.0114 0.0102
C 2.9061 -0.8904 3.8980 0.0149 -0.0098 -0.0166
C 1.7222 -0.2867 3.5334 -0.0295 0.0114 0.0192
C 1.3343 -0.3209 2.1820 -0.0728 0.0317 0.0808
N 0.1671 0.2153 1.6526 0.0168 0.0309 0.2631
C -0.6370 1.1978 2.2748 0.0159 -0.0930 0.0385
C -1.0774 1.2176 3.5967 -0.0127 -0.0002 0.0326
C -1.8885 2.2656 3.9988 0.0025 0.0028 -0.0117
C -2.2454 3.2712 3.1051 0.0137 -0.0137 -0.0007
C -1.8294 3.2364 1.7722 -0.0097 0.0194 0.0180
C -1.0433 2.1869 1.3657 -0.0157 0.0571 -0.1083
N -0.4953 2.0183 0.0088 -0.0695 -0.1144 -0.0060
C 0.8260 2.7253 -0.0813 -0.0168 -0.0209 0.0253
C -1.3876 2.5736 -1.0608 0.0102 0.0135 -0.0039
H 3.6749 -0.6820 -1.1004 -0.0022 -0.0033 -0.0106
H 3.0399 0.8957 -0.5908 0.0048 -0.0023 0.0161
H 2.3726 0.0772 -2.0304 -0.0041 0.0099 0.0068
H 2.2260 -2.7743 -0.6594 -0.0593 -0.0695 0.0669
H 1.1155 -1.9751 -1.7841 0.0415 -0.0300 -0.0112
H 0.5624 -2.5033 -0.1422 -0.0722 -0.0196 0.0295
H 4.0516 -1.8862 0.8500 -0.0150 0.0053 -0.0129
H 4.6522 -1.9475 3.2302 0.0015 0.0008 0.0038
H 3.2128 -0.8903 4.9350 -0.0024 0.0028 0.0027
H 1.1154 0.1965 4.2820 0.0387 -0.0180 -0.0055
H -0.8680 0.4026 4.2749 -0.0213 0.0266 -0.0167
H -2.2589 2.2918 5.0146 -0.0029 0.0020 0.0005
H -2.8645 4.0927 3.4411 -0.0052 -0.0047 0.0085
H -2.1221 4.0292 1.0967 0.0076 -0.0067 -0.0079
H 0.6662 3.7910 0.0819 0.0174 0.0010 -0.0019
H 1.2395 2.5654 -1.0754 0.0015 0.0097 -0.0052
H 1.4960 2.3414 0.6850 0.0127 0.0178 -0.0066
H -1.3370 3.6614 -1.0428 -0.0096 -0.0046 -0.0031
H -2.4096 2.2470 -0.9041 -0.0003 0.0133 -0.0081
H -1.0200 2.2336 -2.0287 -0.0061 0.0077 -0.0037
Cl -5.2719 -1.4900 -1.5252 -0.0035 -0.0073 -0.0001
C -4.9151 -0.4883 -0.1304 0.0427 0.0930 -0.0772
Cl -5.3260 -1.2722 1.3827 -0.0115 -0.0230 0.0461
Cl -5.6398 1.1153 -0.2643 -0.0035 -0.0061 0.0045
C -3.4508 -0.2743 -0.1262 -0.0039 -0.0963 0.0486
N -2.3162 -0.1049 -0.1135 -0.0594 0.0319 -0.0268

[3]
14
Properties=species:S:1:pos:R:3:forces:R:3 method="wB97M-V/def2-TZVPD" homo_ha=-0.33302 smiles="C=NNCCO" total_charge=0 de_lowest_kj_mol=459.40
C -2.2598 -0.7042 0.0564 0.0909 -1.0654 0.2427
N -1.0066 -0.4586 -0.0191 -3.2521 -1.5348 1.0994
N -0.6000 0.7881 0.3648 -0.6453 2.4439 -3.3979
C 0.7314 0.8347 -0.2299 0.9788 1.7488 -1.7082
C 1.7321 -0.1899 0.2413 3.1215 3.0775 3.8995
O 1.3593 -1.4650 -0.0259 -2.8708 -0.3776 -0.8121
H -2.4822 -1.8695 0.0254 -0.2733 2.9092 -0.3022
H -2.9668 0.2080 0.2702 0.8934 -2.1938 -0.2617
H -1.1240 1.5123 -0.3569 1.0082 -1.8558 2.7144
H 0.9572 1.9335 -0.1556 0.8504 -1.2013 -0.0562
H 0.6386 0.5448 -1.3040 -0.0979 0.7130 0.2005
H 1.9265 0.1149 1.4411 -0.7697 -1.2952 -2.2634
H 2.8211 0.0818 -0.1022 -2.0333 -0.5801 -0.1429
H 0.2732 -1.3310 -0.2055 2.9992 -0.7883 0.7880

In eV, the calculated total energy values for the records above are, in order, -114538.379, -64954.511, -8264.565.